(1)
Computed, not measured: C16H31O18Tl2 as an isolated structure in a non-equilibrium geometry, with ωB97M-V/def2-TZVPD.

Properties
* largest force on an atom: 2.1 eV Å⁻¹
* lowest unoccupied orbital energy: -20.30 eV
* net charge: +5
* gap between HOMO and LUMO: 1.64 eV

Atoms and positions in Å:
1 Tl 1.6639 -2.6396 -2.7104
2 Tl -3.7445 -1.9112 -1.7426
3 O 3.0896 -2.6473 0.2364
4 O 1.6969 4.1076 0.3369
5 O 3.7211 1.6648 -4.1165
6 O -4.4663 -4.9156 2.7296
7 O 0.7322 -0.2619 -1.0386
8 O 0.2128 5.5950 -0.4814
9 O 2.1224 6.3296 0.1265
10 O -3.7375 1.3579 2.2264
11 O -1.4097 -0.2082 -0.7169
12 O -2.7144 -3.7107 2.8456
13 O -4.1798 -0.1175 0.5462
14 O -4.0618 -3.4727 1.0423
15 O 2.6902 1.3508 -5.9447
16 O -0.0676 1.2117 0.4628
17 O 4.7362 -3.2951 1.6364
18 O -5.0491 -0.3045 2.6272
19 O 3.3958 -1.8515 2.3426
20 O 2.8946 -0.4152 -4.5174
21 C -5.7690 -5.2499 2.2630
22 C -0.2541 0.2541 -0.4572
23 C 1.3729 5.2175 0.0293
24 C -6.1563 -1.1336 2.2553
25 C -2.7792 2.1378 1.5403
26 C 2.2844 -0.9519 2.3921
27 C -3.7386 -4.0132 2.0802
28 C 3.6600 -2.5852 1.3189
29 C 5.4517 -4.0308 0.6717
30 C 4.2812 1.2817 -2.8851
31 C 3.0499 0.7405 -4.7982
32 C 3.4891 6.2598 0.4768
33 C -0.8409 4.6773 -0.6062
34 C -4.3049 0.2985 1.7094
35 C -1.7632 -2.7709 2.4124
36 C 2.2464 0.6547 -7.0593
37 H -0.4394 3.7434 -1.0095
38 H 6.4878 -4.1492 0.9861
39 H 1.9141 1.3232 -7.8587
40 H -6.8434 -0.5763 1.5979
41 H -1.2795 -2.2874 3.2509
42 H 5.4311 -3.4605 -0.2740
43 H -5.8704 -5.1360 1.1836
44 H -1.8557 2.1609 2.1175
45 H 4.1318 5.6738 -0.2024
46 H -5.7914 -2.0147 1.7004
47 H 3.5662 5.8878 1.5182
48 H -1.6615 5.0939 -1.1788
49 H -2.5940 1.7718 0.5360
50 H 3.8764 7.2779 0.4429
51 H 4.5848 2.1478 -2.3051
52 H -3.1255 3.1700 1.5212
53 H 1.5518 -0.1497 -6.7954
54 H -6.7444 -1.3827 3.1330
55 H -1.0565 -3.2574 1.7320
56 H 5.0188 -5.0266 0.4731
57 H -2.2714 -1.9772 1.8360
58 H 0.8508 1.4664 0.1903
59 H -6.0011 -6.2637 2.5726
60 H -6.4192 -4.5028 2.7578
61 H 5.1650 0.6412 -3.0515
62 H 1.4628 -1.3061 1.7783
63 H 3.1294 0.1532 -7.5641
64 H 2.6843 0.0268 2.0976
65 H -1.2515 4.4604 0.3924
66 H 2.0134 -0.8703 3.4408
67 H 3.5818 0.7092 -2.2527

Atomic partial charges in e from the Löwdin method, atoms 1 to 6:
1 Tl 1.12
2 Tl 1.14
3 O 0.05
4 O 0.21
5 O 0.10
6 O 0.13


(2)
Computed, not measured: a single C3H6N4O molecule in a non-equilibrium geometry, with ωB97M-V/def2-TZVPD.

Properties
* largest force on an atom: 5.8 eV Å⁻¹
* ΔE to the lowest compared entry with this formula, charge and spin: 116.4 kcal/mol
* lowest unoccupied orbital energy: 0.16 eV
* SMILES: C=N/N=C\N(N)C=O
* gap between HOMO and LUMO: 8.69 eV

Atoms and positions in Å:
1 O -3.1106 -0.7040 0.0026
2 N -0.2112 1.5315 0.0002
3 N 1.1377 -0.9150 0.2015
4 N 2.0070 0.1012 0.0694
5 N -0.8832 0.2667 -0.1859
6 C 3.2676 -0.1640 -0.0492
7 C -2.3521 0.2720 0.0277
8 C -0.0943 -0.7744 -0.0860
9 H 0.4644 1.6727 0.7703
10 H 3.9451 -0.9014 -0.3636
11 H -0.5337 -1.8678 -0.1105
12 H -2.5117 1.2462 0.4239
13 H 3.8308 0.7962 0.0025
14 H 0.4107 1.7931 -0.6943

Atomic partial charges in e from the Löwdin method, atoms 1 to 6:
1 O 0.05
2 N 0.06
3 N -0.01
4 N -0.11
5 N -0.09
6 C -0.01


(3)
Computed, not measured: C24H42NP3ReS as an isolated structure in a non-equilibrium geometry, with ωB97M-V/def2-TZVPD.

Properties
* largest force on an atom: 5.0 eV Å⁻¹
* ΔE to the lowest compared entry with this formula, charge and spin: 33.8 kcal/mol
* lowest unoccupied orbital energy (spin up / spin down): -15.05 / -15.23 eV
* net charge: +4
* gap between HOMO and LUMO (spin up / spin down): 4.42 / 4.77 eV
* 2S+1: 4

Atoms and positions in Å:
1 Re 0.4097 0.7944 0.4446
2 S 1.0865 2.8095 0.7480
3 P 0.4705 0.7457 -1.8594
4 P 2.4999 0.2686 1.2401
5 P -0.7030 0.6677 2.4412
6 N 0.3921 -1.3851 0.4135
7 C -0.0484 3.9377 -0.1344
8 C 1.5236 2.0133 -2.6478
9 C -0.6502 -6.5981 -0.4586
10 C 0.6264 -4.9030 0.7138
11 C 3.6797 -0.1366 -0.0977
12 C 0.5404 5.0263 -0.8059
13 C -1.1357 1.0316 -2.6926
14 C -0.7519 -0.9291 3.3552
15 C -0.0473 -3.8942 -0.0152
16 C -2.2092 4.5270 -1.0357
17 C -1.0052 -4.2594 -0.9902
18 C -0.1202 1.8136 3.7489
19 C 2.7020 -1.1424 2.4012
20 C 1.0219 -0.7830 -2.7097
21 C -3.1388 -1.9171 -2.7021
22 C 0.3262 -6.2457 0.4822
23 C 0.2228 -2.5371 0.2429
24 C -0.2547 5.8500 -1.6026
25 C -2.4862 1.0502 2.3224
26 C -3.4220 -1.8784 -1.3649
27 C -1.6268 5.5917 -1.7278
28 C 3.4798 1.5142 2.1838
29 C -1.4226 3.7139 -0.2105
30 C -1.3123 -5.6056 -1.1928
31 H -0.8106 -1.7769 2.6599
32 H 3.3773 -1.0533 -0.6198
33 H 3.7498 0.6903 -0.8167
34 H -1.8519 2.8825 0.3511
35 H -3.2923 -2.7648 -0.7282
36 H 3.7527 2.3674 1.5511
37 H -0.8959 -7.6506 -0.6226
38 H 0.3898 -1.6342 -2.4241
39 H 1.3727 -4.6085 1.4556
40 H -0.8223 1.7618 4.5910
41 H 1.1426 3.0167 -2.4197
42 H -3.4627 -1.1098 -3.3751
43 H -2.0811 -5.8752 -1.9209
44 H 0.8493 -7.0180 1.0508
45 H 0.1367 -1.0379 3.9899
46 H -0.0817 2.8410 3.3661
47 H 0.9443 -0.6245 -3.7941
48 H 0.2009 6.6891 -2.1284
49 H -1.5392 2.0078 -2.3956
50 H 2.2621 -2.0594 1.9929
51 H -2.6323 2.1349 2.2703
52 H -1.8486 0.2455 -2.4109
53 H 2.2467 -0.9158 3.3736
54 H -1.6526 -0.9187 3.9840
55 H 2.0664 -1.0024 -2.4547
56 H 1.5087 1.8460 -3.7330
57 H -2.6501 -2.7888 -3.1633
58 H -2.9093 0.5827 1.4249
59 H 1.6135 5.1883 -0.6931
60 H -1.5174 -3.4712 -1.5525
61 H 0.8807 1.5274 4.0957
62 H -3.2761 4.3227 -1.1240
63 H 4.6628 -0.2948 0.3669
64 H -4.0415 -1.0793 -0.9396
65 H -0.9813 1.0102 -3.7806
66 H 2.5536 1.9374 -2.2812
67 H 2.9323 1.8768 3.0615
68 H 4.3991 1.0214 2.5275
69 H 3.7815 -1.2943 2.5383
70 H -1.8790 -0.9838 -0.6035
71 H -2.2495 6.2169 -2.3693
72 H -2.9952 0.6550 3.2096

Atomic partial charges in e from the Löwdin method, atoms 1 to 6:
1 Re 0.68
2 S 0.79
3 P 0.67
4 P 0.66
5 P 0.67
6 N -0.04


(4)
Computed, not measured: a 2-piece molecular cluster, CH4N2O overall in a non-equilibrium geometry, with ωB97M-V/def2-TZVPD.

Properties
* largest force on an atom: 5.4 eV Å⁻¹
* ΔE to the lowest compared entry with this formula, charge and spin: 34.2 kcal/mol
* lowest unoccupied orbital energy: 0.81 eV
* SMILES: N=C=O.N
* gap between HOMO and LUMO: 10.67 eV

Atoms and positions in Å:
1 O 0.1450 0.0704 1.8322
2 N 0.2016 0.9118 -0.9737
3 N -0.6446 -1.4585 0.3397
4 C -0.1992 -0.7600 1.1533
5 H -0.5735 -2.3339 -0.1354
6 H 0.1705 1.8024 -1.4576
7 H 1.1157 0.6151 -0.6335
8 H -0.2156 1.1527 -0.1251

Atomic partial charges in e from the Löwdin method, atoms 1 to 6:
1 O 0.17
2 N 0.02
3 N 0.23
4 C -0.52
5 H 0.10
6 H 0.02